(1)
{
  "formula": "C4H5O4Tb",
  "method": "ωB97M-V with the def2-TZVPD basis set",
  "species": ["O", "C", "O", "O", "C", "C", "O", "C", "Tb", "H", "H", "H", "H", "H"],
  "coordinates": [[2.81827, -0.80325, 0.16727], [2.10227, -1.69758, -0.27404], [1.98342, -2.85946, -0.43622], [0.63625, -0.44138, -0.70261], [-0.70225, -0.75684, -0.64601], [-1.51904, -0.06341, 0.38794], [-1.33970, 1.04504, 0.91557], [-0.26568, 2.03464, 0.61340], [1.85521, 1.21619, 0.18117], [-0.83647, -1.83558, -0.42912], [-1.23924, -0.56902, -1.60064], [-2.46553, -0.54362, 0.66874], [-0.37849, 2.74002, 1.44446], [-0.64901, 2.53425, -0.28990]],
  "forces_ev_per_angstrom": [[-0.525, 0.022, -0.389], [1.818, -3.969, 0.780], [-0.977, 3.714, -0.186], [0.561, 1.069, 0.525], [-0.368, -0.597, 0.312], [-0.525, -0.432, -0.902], [0.392, 0.340, 0.455], [-1.647, 0.131, 0.192], [0.634, -0.402, -0.758], [-0.046, 0.214, -0.232], [-0.020, -0.096, 0.155], [0.163, 0.122, 0.109], [0.229, -0.096, -0.060], [0.311, -0.020, 0.002]],
  "mulliken_charge": [-0.596, 0.928, -0.247, -0.736, -0.386, 0.238, -0.166, -1.073, 1.985, 0.379, 0.390, 0.457, 0.373, 0.453],
  "total_charge": 2,
  "e_lumo_ev": [-11.3, -9.2],
  "spin_multiplicity": 7,
  "s_squared": 12.639,
  "homo_lumo_gap_ev": [7.924, 10.033],
  "fmax_ev_per_a": 4.43,
  "energy_ev": -34831.8415,
  "homo_ev": [-19.256, -19.248]
}

=====

(2)
{
  "formula": "C28H90BBrO16P",
  "method": "ωB97M-V with the def2-TZVPD basis set",
  "species": ["C", "C", "C", "C", "C", "C", "C", "C", "C", "C", "C", "C", "C", "B", "P", "O", "Br", "H", "H", "H", "H", "H", "H", "H", "H", "H", "H", "H", "H", "H", "H", "H", "H", "H", "H", "H", "H", "H", "H", "H", "H", "H", "H", "H", "H", "H", "H", "C", "O", "H", "H", "H", "H", "C", "O", "H", "H", "H", "H", "C", "O", "H", "H", "H", "H", "C", "O", "H", "H", "H", "H", "C", "O", "H", "H", "H", "H", "C", "O", "H", "H", "H", "H", "C", "O", "H", "H", "H", "H", "C", "O", "H", "H", "H", "H", "C", "O", "H", "H", "H", "H", "C", "O", "H", "H", "H", "H", "C", "O", "H", "H", "H", "H", "C", "O", "H", "H", "H", "H", "C", "O", "H", "H", "H", "H", "C", "O", "H", "H", "H", "H", "C", "O", "H", "H", "H", "H"],
  "coordinates": [[3.80610, -4.74540, 1.20435], [2.97935, -4.14164, 0.06979], [2.80843, -5.11771, -1.11662], [1.42687, -5.02044, -1.77225], [0.32657, -5.91329, -1.19037], [0.66711, -7.38901, -1.01476], [-0.42856, -8.14207, -0.24821], [-0.76550, -7.56512, 1.13696], [0.41767, -7.13528, 2.00062], [-0.00743, -6.21527, 3.15728], [-0.45090, -4.80897, 2.68502], [-1.96334, -4.57289, 2.72272], [-2.31602, -3.19541, 2.13180], [-2.48194, -3.13805, 0.50783], [-3.95219, -4.18623, -0.28787], [-3.12300, -5.59644, -0.67226], [-5.30511, -4.83182, 1.44932], [3.36324, -5.68782, 1.53375], [3.84656, -4.07992, 2.06853], [4.82189, -4.95085, 0.85866], [2.00228, -3.80223, 0.41284], [3.50153, -3.25772, -0.31033], [3.55806, -4.87206, -1.87584], [3.04812, -6.13129, -0.79045], [1.49865, -5.18286, -2.85219], [1.08746, -3.98458, -1.65036], [-0.52310, -5.86293, -1.88188], [-0.03840, -5.48941, -0.25339], [1.62087, -7.53201, -0.50308], [0.76993, -7.85824, -1.99966], [-0.17433, -9.20430, -0.19081], [-1.34400, -8.08064, -0.84788], [-1.45640, -6.73388, 1.00548], [-1.32041, -8.32911, 1.68981], [0.91314, -8.02309, 2.41210], [1.17129, -6.59416, 1.42216], [0.86356, -6.10004, 3.80950], [-0.81693, -6.67806, 3.72815], [-0.07373, -4.61610, 1.67564], [0.01692, -4.06036, 3.32975], [-2.47619, -5.37743, 2.19107], [-2.28427, -4.63771, 3.77029], [-3.18747, -2.76052, 2.63109], [-1.47160, -2.53657, 2.38971], [-2.72860, -1.99481, 0.16555], [-1.47690, -3.54705, -0.07957], [-2.19235, -5.37482, -0.52956], [2.14358, -0.96470, 1.51585], [1.16721, -1.54439, 0.65588], [3.09969, -1.43504, 1.29482], [2.22797, 0.11163, 1.34157], [1.89173, -1.14532, 2.56394], [0.31048, -1.15719, 0.86483], [-4.90747, 0.16157, -1.85825], [-4.86636, -0.68935, -0.71953], [-4.95531, 1.18843, -1.50914], [-4.00522, 0.04288, -2.46713], [-5.78507, -0.03660, -2.48143], [-4.79584, -1.60095, -1.02863], [4.45104, 1.48757, -0.61539], [4.89142, 0.57189, 0.38683], [4.39729, 2.47249, -0.15538], [5.15159, 1.53043, -1.45260], [3.45914, 1.22065, -0.98646], [4.91926, -0.30313, -0.00939], [5.81156, 1.48776, 3.65135], [4.68667, 1.99138, 2.95150], [5.68138, 1.74625, 4.69953], [5.88327, 0.40003, 3.56617], [6.74534, 1.93781, 3.30028], [4.78490, 1.74817, 2.02318], [-3.34704, 3.87848, -2.29486], [-4.67420, 3.39555, -2.46395], [-2.69980, 3.22854, -2.87990], [-3.22532, 4.90289, -2.65148], [-3.03890, 3.82335, -1.24712], [-5.26334, 3.93086, -1.92555], [-3.34479, 1.74981, 1.58468], [-4.66881, 1.34099, 1.30903], [-3.38962, 2.52173, 2.35359], [-2.73588, 0.91871, 1.95539], [-2.85576, 2.17339, 0.69866], [-4.61884, 0.65468, 0.62695], [-0.37325, 6.93668, -2.29228], [-0.69864, 5.54927, -2.20864], [-1.22254, 7.49548, -1.90870], [0.49633, 7.17977, -1.68176], [-0.18561, 7.23806, -3.32682], [0.05038, 5.03940, -2.53636], [-1.00418, -3.16656, -4.21630], [-0.42084, -1.87486, -4.06932], [-1.83327, -3.06958, -4.91363], [-0.28202, -3.88343, -4.61832], [-1.39131, -3.53501, -3.26297], [0.28722, -1.94876, -3.42277], [4.26109, 0.96171, 8.06823], [4.66201, 0.48073, 6.79395], [4.80185, 0.38281, 8.81364], [4.51102, 2.01865, 8.19826], [3.18864, 0.82515, 8.23216], [4.18585, 0.97885, 6.12262], [-0.07366, 3.62498, -5.05070], [0.42539, 3.00878, -3.86484], [0.51229, 4.52207, -5.23125], [0.03096, 2.96538, -5.91400], [-1.12373, 3.90442, -4.92950], [-0.09071, 2.21242, -3.70674], [0.84692, 9.79029, 0.73602], [0.03279, 9.41857, -0.36579], [1.67240, 9.08297, 0.77973], [1.25631, 10.79733, 0.61444], [0.29699, 9.73970, 1.68005], [-0.70262, 10.03542, -0.42397], [1.05631, -1.09226, 5.37242], [0.09817, -1.63991, 4.48002], [2.01180, -1.56657, 5.15768], [1.15797, -0.01228, 5.22189], [0.79626, -1.28597, 6.41755], [-0.74609, -1.21518, 4.65831], [0.31031, 3.62728, -8.91295], [0.93613, 4.59966, -8.08544], [-0.75210, 3.64748, -8.68165], [0.44082, 3.85647, -9.97396], [0.69130, 2.62224, -8.71287], [1.87817, 4.59252, -8.27400], [-1.36590, 5.48583, 1.42537], [-2.14700, 6.15473, 0.44760], [-1.67945, 5.85548, 2.39997], [-1.52420, 4.40432, 1.39652], [-0.29937, 5.69418, 1.29734], [-1.86860, 5.82633, -0.41355], [-3.84001, 9.41348, -1.95217], [-2.90500, 10.20015, -1.21835], [-3.97744, 9.89772, -2.91601], [-3.46805, 8.39968, -2.11638], [-4.80418, 9.36339, -1.44155], [-2.79872, 9.77487, -0.36060]],
  "forces_ev_per_angstrom": [[-0.244, 0.105, -0.123], [0.221, -0.361, -0.220], [0.133, 0.381, -0.029], [-0.071, 0.127, 0.045], [-0.049, -0.065, -0.247], [-0.160, -0.212, 0.086], [-0.152, 0.245, -0.205], [0.173, -0.230, -0.139], [-0.189, 0.021, 0.350], [0.267, 0.265, -0.474], [-0.065, -0.309, 0.291], [0.199, 0.284, 0.022], [0.318, -0.132, -0.177], [-0.201, 0.228, 0.583], [0.335, 0.122, -0.480], [-0.238, 0.139, -0.105], [0.025, -0.122, 0.185], [0.023, -0.007, 0.038], [0.097, 0.006, -0.005], [0.045, -0.031, 0.106], [0.021, -0.050, 0.153], [-0.164, 0.149, 0.099], [0.051, -0.075, 0.040], [-0.148, -0.064, -0.042], [0.075, -0.191, 0.020], [-0.009, 0.006, -0.122], [-0.058, 0.061, 0.093], [0.179, 0.006, 0.084], [0.010, 0.076, 0.004], [0.114, 0.042, -0.010], [0.118, 0.020, 0.101], [-0.015, -0.126, 0.037], [0.044, 0.054, 0.054], [-0.136, 0.104, 0.013], [0.052, -0.016, -0.098], [-0.032, -0.031, -0.090], [-0.119, -0.098, 0.171], [0.054, -0.053, 0.107], [-0.010, 0.012, -0.022], [-0.016, 0.070, -0.070], [-0.114, 0.027, 0.017], [-0.030, -0.088, -0.012], [-0.106, -0.129, -0.062], [-0.093, 0.105, 0.037], [0.140, 0.050, -0.142], [-0.076, -0.098, -0.133], [-0.004, -0.108, 0.190], [-0.480, -0.029, -0.065], [0.236, 0.174, -0.030], [-0.003, -0.028, -0.018], [0.130, 0.009, 0.080], [0.065, 0.025, 0.017], [-0.101, -0.213, 0.011], [0.072, -0.215, 0.001], [-0.248, 0.342, -0.315], [-0.018, 0.025, -0.014], [-0.019, 0.044, -0.037], [0.002, 0.020, -0.005], [0.159, -0.127, 0.310], [-0.047, -0.111, -0.013], [0.124, 0.252, -0.228], [0.000, 0.003, 0.006], [-0.006, 0.024, -0.004], [-0.005, 0.029, -0.004], [-0.035, -0.069, 0.153], [-0.116, 0.029, -0.129], [0.059, 0.203, 0.040], [0.078, -0.014, 0.031], [0.042, -0.006, 0.031], [0.023, -0.027, 0.006], [-0.067, -0.299, 0.096], [-0.134, -0.103, 0.110], [-0.006, 0.148, -0.132], [0.039, 0.017, -0.007], [-0.005, 0.003, -0.016], [0.062, 0.032, -0.022], [0.015, -0.038, 0.056], [-0.127, -0.076, -0.004], [0.199, 0.204, -0.096], [0.012, 0.010, 0.005], [0.040, 0.015, -0.012], [0.044, 0.005, 0.013], [-0.184, -0.329, 0.164], [0.098, -0.160, -0.096], [-0.011, 0.189, 0.056], [0.033, 0.036, 0.027], [-0.030, 0.076, 0.023], [-0.022, 0.019, 0.002], [-0.106, -0.252, 0.014], [0.038, 0.089, 0.171], [0.072, -0.034, -0.116], [0.006, 0.016, -0.015], [-0.043, -0.041, -0.008], [-0.016, -0.043, -0.020], [-0.069, 0.026, 0.086], [-0.010, -0.021, -0.104], [-0.030, 0.067, 0.072], [0.004, -0.006, 0.003], [-0.009, 0.002, 0.032], [-0.001, 0.008, 0.033], [-0.013, -0.073, -0.048], [-0.102, -0.148, 0.129], [0.018, 0.172, -0.006], [0.027, -0.005, -0.007], [0.007, 0.036, -0.030], [0.006, 0.054, -0.070], [0.036, -0.022, 0.076], [-0.096, -0.005, -0.072], [0.092, 0.078, 0.157], [0.004, -0.006, 0.004], [0.027, -0.003, 0.026], [0.031, -0.003, 0.023], [-0.007, 0.023, -0.233], [-0.142, 0.042, -0.101], [0.146, 0.095, 0.156], [0.005, -0.004, 0.004], [0.097, 0.009, 0.064], [0.041, -0.001, 0.014], [-0.096, -0.128, -0.145], [0.063, 0.039, 0.052], [-0.014, -0.002, -0.077], [-0.005, 0.002, 0.005], [-0.021, -0.020, -0.010], [-0.025, -0.014, -0.016], [0.004, 0.010, 0.031], [-0.044, 0.042, -0.093], [-0.077, 0.044, 0.092], [0.001, -0.003, 0.011], [0.020, -0.007, 0.025], [0.012, -0.017, 0.022], [0.120, -0.094, -0.176], [0.076, 0.026, -0.025], [0.017, -0.082, 0.184], [0.006, 0.007, -0.004], [-0.025, -0.007, -0.006], [-0.010, -0.010, -0.018], [-0.082, -0.042, -0.005]],
  "mulliken_charge": [-1.682, 0.716, -0.881, -1.305, 2.257, -0.863, -1.357, 0.618, 0.272, -1.357, 0.670, -0.418, -0.793, 1.446, -0.330, -0.467, -0.421, 0.335, 0.312, 0.423, -0.494, 0.493, 0.290, 0.448, 0.477, 0.266, 0.664, -1.922, 0.219, 0.469, 0.402, 0.406, -0.739, 0.533, 0.387, -0.386, 0.477, 0.373, -0.557, 0.344, 0.188, 0.391, 0.230, -0.150, -0.326, -0.504, -0.115, -0.085, -0.283, 0.019, 0.316, -0.082, 0.126, -0.395, -0.563, 0.111, 0.223, 0.302, 0.237, -0.580, -0.512, 0.253, 0.305, 0.270, 0.273, -0.563, -0.490, 0.184, 0.269, 0.278, 0.333, -0.165, -0.551, 0.073, 0.285, 0.055, 0.273, -0.217, -0.525, 0.271, 0.171, -0.019, 0.326, -0.439, -0.205, -0.097, 0.332, 0.388, 0.134, -0.323, -0.509, 0.322, 0.243, -0.024, 0.301, -0.544, -0.452, 0.233, 0.253, 0.244, 0.247, -0.502, -0.487, 0.212, 0.269, 0.244, 0.265, -0.637, -0.336, 0.213, 0.293, 0.270, 0.242, -0.823, -0.324, 0.261, 0.294, 0.386, 0.216, -0.599, -0.479, 0.230, 0.297, 0.277, 0.282, -0.399, -0.442, 0.274, 0.073, 0.237, 0.166, -0.387, -0.512, 0.235, 0.038, 0.284, 0.307],
  "total_charge": -1,
  "e_lumo_ev": 1.8,
  "spin_multiplicity": 1,
  "homo_lumo_gap_ev": 5.987,
  "fmax_ev_per_a": 0.66,
  "energy_ev": -143260.2139,
  "homo_ev": -4.205
}

=====

(3)
{
  "formula": "C4H6Cl2FN2",
  "method": "ωB97M-V with the def2-TZVPD basis set",
  "species": ["C", "C", "C", "C", "N", "N", "F", "Cl", "Cl", "H", "H", "H", "H", "H", "H"],
  "coordinates": [[1.48122, 0.37944, 0.12565], [-0.06705, -1.44992, -0.42860], [-1.18277, -0.28371, -0.24092], [-0.86276, 0.85115, 0.70391], [0.54906, 1.19326, 0.67309], [1.22923, -0.82943, -0.46687], [-1.30239, 0.31234, -1.53519], [3.04524, 0.87648, 0.02596], [-1.69166, 2.44476, 0.13862], [-0.12540, -2.21197, 0.36664], [-0.55593, -1.91866, -1.29713], [-2.09836, -0.77274, -0.06405], [-1.14092, 0.62476, 1.76014], [0.72166, 2.12679, 1.03281], [2.00083, -1.34256, -0.79406]],
  "forces_ev_per_angstrom": [[-2.099, -0.804, -0.792], [-3.044, 1.326, 1.346], [1.813, -0.128, -2.128], [-0.638, 1.050, 0.337], [0.855, -1.976, -0.859], [-1.125, 2.518, 1.233], [0.416, -0.919, 1.060], [1.190, 0.630, 0.212], [0.473, -1.653, 0.995], [0.048, 0.466, -0.032], [1.466, 0.161, -0.415], [-1.178, -0.302, 0.594], [-0.138, 0.351, -0.888], [0.781, -0.222, -0.209], [1.181, -0.497, -0.454]],
  "nbo_charge": [0.461, -0.267, 0.160, -0.043, -0.553, -0.523, -0.350, 0.211, 0.006, 0.233, 0.275, 0.223, 0.255, 0.469, 0.443],
  "total_charge": 1,
  "smiles": "F[C@H]1C[NH+]=C(Cl)N[C@H]1Cl",
  "e_lumo_ev": -4.3,
  "spin_multiplicity": 1,
  "homo_lumo_gap_ev": 10.894,
  "fmax_ev_per_a": 3.58,
  "energy_ev": -34980.5915,
  "homo_ev": -15.197
}